(1)
Density functional theory data (wB97M-V/def2-TZVPD) for the molecule C3H4N2O3 in a non-equilibrium geometry.

## Properties
Energy above the lowest of the compared OMol25 structures with the same formula, charge and spin, kJ/mol: 299.61
Molecular weight, u: 116.076
LUMO level, eV: -1.47
Kohn-Sham gap, eV: 8.80
Total energy, Eh: -451.86563

Geometry (Å):
H1 0.0842 1.7789 0.1205
N1 1.1988 1.5968 0.3592
C1 1.3252 0.3575 -0.1883
N2 2.4667 -0.4622 -0.1457
C2 0.1457 -0.4963 -0.1353
O1 0.0468 -1.6970 -0.0279
C3 -1.3118 0.2800 -0.0831
O2 -1.5542 1.5031 -0.2406
O3 -2.2936 -0.7515 0.2587
H2 2.2281 -1.4426 0.2343
H3 3.3325 0.0168 0.5659
H4 -1.8501 -1.5792 0.1026

(2)
Density functional theory data (wB97M-V/def2-TZVPD) for a structure of composition C3H4N2O3 in a non-equilibrium geometry.

## Properties
Energy above the lowest of the compared OMol25 structures with the same formula, charge and spin, kJ/mol: 448.39
Molecular weight, u: 116.076
LUMO level, eV: 0.39
Kohn-Sham gap, eV: 8.88
Total energy, Eh: -451.80896

Geometry (Å):
C1 0.5314 0.9415 -0.9334
C2 -0.4474 -1.0137 -0.6299
C3 -0.2685 -0.7467 0.6781
N1 -0.0599 -0.0556 -1.5288
N2 0.7517 0.8149 0.3603
O1 -1.1577 -2.0569 -1.1078
O2 -0.0574 -1.3470 1.8214
O3 1.0399 1.8068 1.2658
H1 0.8204 1.8142 -1.5009
H2 -1.2452 -1.9155 -2.0616
H3 -0.4226 -0.8432 2.5691
H4 0.5152 2.6011 1.0677

(3)
Density functional theory data (wB97M-V/def2-TZVPD) for the molecule C3H4N2O3 in a non-equilibrium geometry.

## Properties
Energy above the lowest of the compared OMol25 structures with the same formula, charge and spin, kJ/mol: 364.83
Molecular weight, u: 116.076
LUMO level, eV: -0.27
Kohn-Sham gap, eV: 9.77
Total energy, Eh: -451.84079

Geometry (Å):
O1 0.3344 2.6918 -2.3947
C1 0.2234 1.7989 -1.4864
N1 0.6409 0.4116 -1.6608
N2 0.4304 -0.4146 -0.5111
C2 0.1717 0.0433 0.6937
C3 -0.3002 -1.2492 1.4350
O2 0.0243 -2.3531 1.4195
O3 -1.3075 -0.9415 2.2789
H1 -0.1667 2.0271 -0.3524
H2 1.0986 -0.1201 -2.5170
H3 0.0254 1.1370 0.8458
H4 -1.4347 -1.7587 2.9426

(4)
Density functional theory data (wB97M-V/def2-TZVPD) for the molecule C3H4N2O3 in a non-equilibrium geometry.

## Properties
Energy above the lowest of the compared OMol25 structures with the same formula, charge and spin, kJ/mol: 620.56
Molecular weight, u: 116.076
LUMO level, eV: 0.39
Kohn-Sham gap, eV: 9.80
Total energy, Eh: -451.74339

Geometry (Å):
O1 -2.7050 0.7967 0.2962
N1 -1.9430 0.3624 -0.6670
C1 -0.6781 0.0646 -0.3248
C2 0.4547 -0.2758 -1.1771
O2 1.6495 -0.1305 -0.4172
C3 1.7193 0.1075 0.9003
N2 0.8435 -0.0386 1.6776
O3 -0.4368 -0.2978 1.0483
H1 -2.3117 0.4062 1.0253
H2 0.4366 0.3268 -2.0708
H3 0.3223 -1.4526 -1.5661
H4 2.6487 0.1313 1.2751

(5)
Density functional theory data (wB97M-V/def2-TZVPD) for a structure of composition C3H4N2O3 in a non-equilibrium geometry.

## Properties
Energy above the lowest of the compared OMol25 structures with the same formula, charge and spin, kJ/mol: 800.36
Molecular weight, u: 116.076
LUMO level, eV: -0.14
Kohn-Sham gap, eV: 9.21
Total energy, Eh: -451.67491

Geometry (Å):
C1 2.5495 0.2240 0.0311
C2 1.1023 -0.3644 -0.0718
C3 0.0137 0.7073 -0.2235
H1 3.4070 -0.4996 0.1270
H2 2.7808 1.2747 -0.7148
H3 2.4325 0.7054 1.1843
H4 -2.1776 1.1354 0.8979
N1 0.6800 -1.4924 0.0248
N2 -1.2030 -0.1442 -0.2443
O1 -0.6705 -1.4086 0.0939
O2 -2.4464 0.2109 0.0528
O3 0.0201 1.8776 0.0567

(6)
Density functional theory data (wB97M-V/def2-TZVPD) for the molecule C3H4N2O4 in a non-equilibrium geometry.

## Properties
Energy above the lowest of the compared OMol25 structures with the same formula, charge and spin, kJ/mol: 476.54
Molecular weight, u: 132.075
LUMO level, eV: 0.38
Kohn-Sham gap, eV: 8.87
Total energy, Eh: -527.04980

Geometry (Å):
O1 1.1861 1.6795 -0.1789
C1 0.6205 0.7232 0.2414
N1 1.2706 -0.5549 0.4867
O2 2.3620 -0.7102 -0.3442
C2 0.2115 -1.4175 0.0238
C3 -0.9594 -0.7484 0.0571
O3 -2.2139 -1.0936 -0.1540
N2 -0.7447 0.5791 0.4384
O4 -1.5644 1.4832 -0.2881
H1 2.7539 0.1628 -0.2843
H2 0.5860 -2.3347 -0.3098
H3 -2.1773 -2.0345 -0.3992
H4 -2.2378 1.8234 0.3041

(7)
Density functional theory data (wB97M-V/def2-TZVPD) for the molecule C3H4N2O4 in a non-equilibrium geometry.

## Properties
Energy above the lowest of the compared OMol25 structures with the same formula, charge and spin, kJ/mol: 794.65
Molecular weight, u: 132.075
LUMO level, eV: -1.46
Kohn-Sham gap, eV: 9.32
Total energy, Eh: -526.92864

Geometry (Å):
C1 1.1441 -1.0648 1.0249
C2 -0.1740 -0.5975 0.7456
C3 -0.5029 0.3813 -0.2772
N1 -1.8344 0.8090 -0.6044
O1 -2.8130 0.2525 -0.1182
O2 -1.8633 1.6928 -1.4130
N2 0.5552 0.9054 -1.0531
O3 0.5713 0.6809 -2.2361
O4 1.4553 1.5452 -0.4244
H1 1.1654 -1.6875 1.9037
H2 1.9029 -0.2074 1.0520
H3 1.4367 -1.6934 0.2616
H4 -1.0434 -1.0164 1.1387

(8)
Density functional theory data (wB97M-V/def2-TZVPD) for the molecule C3H4N2OS in a non-equilibrium geometry.

## Properties
Energy above the lowest of the compared OMol25 structures with the same formula, charge and spin, kJ/mol: 213.03
Molecular weight, u: 116.145
LUMO level, eV: 0.30
Kohn-Sham gap, eV: 8.41
Total energy, Eh: -699.59099

Geometry (Å):
N1 0.0551 2.1296 -0.0829
C1 0.5261 0.8407 -0.0067
C2 1.7779 0.3291 -0.0037
N2 1.7434 -1.0462 -0.1106
O1 0.3964 -1.4181 0.0085
C3 -0.3626 -0.3115 0.0054
S1 -2.0023 -0.3534 0.0051
H1 0.5891 2.8158 0.4544
H2 -0.9668 2.1934 0.1372
H3 2.7507 0.8430 0.0173
H4 2.2550 -1.5869 0.6249

(9)
Density functional theory data (wB97M-V/def2-TZVPD) for the molecule C3H4N2OS in a non-equilibrium geometry.

## Properties
Energy above the lowest of the compared OMol25 structures with the same formula, charge and spin, kJ/mol: 429.09
Molecular weight, u: 116.145
LUMO level, eV: -1.80
Kohn-Sham gap, eV: 6.78
Total energy, Eh: -699.50870

Geometry (Å):
O1 2.5528 -0.8302 0.1259
N1 1.4647 -0.2071 -0.4289
C1 0.9318 0.6264 0.4275
N2 -0.1812 1.3978 0.3676
C2 -1.3301 0.9045 0.0081
C3 -1.7964 -0.4843 -0.1889
S1 -1.1537 -1.9686 -0.0213
H1 2.8707 -1.2180 -0.7026
H2 1.5081 0.6206 1.4013
H3 -2.0082 1.6441 -0.3455
H4 -2.8585 -0.4853 -0.6432

(10)
Density functional theory data (wB97M-V/def2-TZVPD) for the molecule C3H4N2OS in a non-equilibrium geometry.

## Properties
Energy above the lowest of the compared OMol25 structures with the same formula, charge and spin, kJ/mol: 388.74
Molecular weight, u: 116.145
LUMO level, eV: -0.38
Kohn-Sham gap, eV: 9.18
Total energy, Eh: -699.52407

Geometry (Å):
C1 -0.8214 -0.3767 -0.1129
C2 0.3544 -1.2095 -0.0413
C3 -0.1736 1.1772 -0.1493
N1 1.5149 -0.3292 -0.1471
N2 1.2279 0.8433 0.0510
O1 -3.0486 0.8869 0.0955
S1 -2.4483 -0.4675 -0.0399
H1 0.4263 -1.9210 0.7641
H2 0.5421 -1.7344 -0.9563
H3 -0.2674 1.6474 -1.0300
H4 -0.6361 1.9339 0.6293

(11)
Density functional theory data (wB97M-V/def2-TZVPD) for the molecule C3H4N2OS2 in a non-equilibrium geometry.

## Properties
Energy above the lowest of the compared OMol25 structures with the same formula, charge and spin, kJ/mol: 243.30
Molecular weight, u: 148.212
LUMO level, eV: -1.21
Kohn-Sham gap, eV: 7.81
Total energy, Eh: -1097.76187

Geometry (Å):
O1 -0.3897 2.1904 -0.5154
C1 -0.0807 0.9333 -0.2287
N1 -1.0004 -0.1242 -0.2205
C2 -2.3109 -0.0776 0.1327
S1 -3.3001 -1.3971 -0.0633
N2 1.3998 0.5354 0.2088
C3 2.1301 -0.6096 0.2068
S2 1.5248 -2.1487 -0.3191
H1 -0.5178 -0.9935 -0.6723
H2 -2.7994 0.8882 0.4550
H3 2.1478 1.2989 0.6601
H4 3.1963 -0.4956 0.3558

(12)
Density functional theory data (wB97M-V/def2-TZVPD) for a cluster of 2 separate species, C3H4N2S in total in a non-equilibrium geometry.

## Properties
Energy above the lowest of the compared OMol25 structures with the same formula, charge and spin, kJ/mol: 243.75
Molecular weight, u: 100.146
LUMO level, eV: -0.39
Kohn-Sham gap, eV: 8.69
Total energy, Eh: -624.33295

Geometry (Å):
N1 1.4147 1.5818 -1.5356
C1 1.8011 0.6417 -0.9934
C2 2.2047 -0.4584 -0.1470
N2 2.5076 -1.3385 0.5345
C3 -1.3893 -0.5190 0.3415
S1 -2.0169 1.1140 0.6315
H1 -2.2779 -1.1625 0.1484
H2 -0.9083 -1.0442 1.2553
H3 -0.5212 -0.4675 -0.4777
H4 -0.8146 1.6525 0.2426